C5H10INS in the gas phase in a non-equilibrium geometry. Source: OMol25; level of theory: ωB97M-V/def2-TZVPD.

Orbital gap (alpha / beta), eV: 9.0580 / 5.5158
Electronic energy, eV: -25768.666
Charge: 0
Highest occupied orbital energy (alpha / beta), eV: -9.0 / -6.5
Relative energy (zero: lowest compared OMol25 entry of this formula, charge and spin), eV: 2.9095

CARTESIAN COORDINATES (ANGSTROEM)
1 C -1.9186 -1.8430 0.0860
2 C -0.6459 -1.8141 -0.7522
3 C 0.1258 1.1045 -0.5129
4 C -0.4881 2.4207 -0.7637
5 C 1.1385 1.0721 0.5065
6 N -1.6413 -1.2809 1.3709
7 S -0.5234 -0.1048 -1.5098
8 I -2.8852 -0.0898 2.3525
9 H -2.7083 -1.2545 -0.5311
10 H -2.4443 -2.8257 0.1176
11 H 0.2851 -2.0416 -0.2307
12 H -0.6999 -2.5974 -1.5302
13 H -0.9879 2.3987 -1.6763
14 H 0.2179 3.3830 -0.8011
15 H -1.2281 2.6760 0.0274
16 H 0.8228 1.2093 1.5679
17 H 1.8210 1.9361 0.2729
18 H 1.7363 0.1268 0.3061